127
Properties=species:S:1:pos:R:3:lowdin_charge:R:1 method="wB97M-V/def2-TZVPD" largest_force_ev_per_a=1.20 gap_ha=0.359 homo_ev=-9.46
C 2.27017 2.56174 0.88158 -0.1103
O 1.35660 3.57072 1.22849 -0.1819
C 0.23411 3.57662 0.36585 -0.2239
C -0.79128 4.50165 1.00081 -0.1522
N -1.53668 3.77071 2.01834 -0.0158
O -2.93499 4.00508 1.96038 0.0486
B -3.41850 2.96787 1.14367 -0.8149
O -3.88468 1.78352 1.62989 0.1970
O -3.43920 3.13354 -0.22721 0.1468
H 1.77132 1.60300 0.74724 0.0849
H 3.01192 2.45302 1.66231 0.0847
H 2.81427 2.79465 -0.03411 0.0846
H 0.52559 3.90643 -0.63291 0.1271
H -0.19190 2.57184 0.36525 0.1168
H -1.44360 4.94268 0.25852 0.1230
H -0.21002 5.31663 1.42449 0.1265
H -1.18064 3.93615 2.94622 0.1308
H -3.35386 1.49984 2.38997 0.1128
H -2.57539 2.95076 -0.61970 0.1205
C -5.40860 0.41738 -0.68693 -0.0354
O -5.57558 -0.76127 -1.48584 0.0101
C -5.02333 -0.68640 -2.69408 -0.6246
O -4.41711 0.25450 -3.13953 0.1185
O -5.25297 -1.83736 -3.32825 0.0035
C -4.71083 -1.90047 -4.64964 -0.0376
H -5.89404 0.22789 0.26508 0.0960
H -4.35851 0.61885 -0.51387 0.0755
H -5.88320 1.27295 -1.16470 0.1038
H -3.62738 -1.79638 -4.62588 0.0956
H -5.14865 -1.13187 -5.28305 0.0986
H -4.96602 -2.87660 -5.05192 0.0843
C -2.93277 1.77969 5.68289 -0.0326
O -2.85225 0.38793 5.36968 -0.0030
C -2.45884 -0.38276 6.38820 -0.6303
O -2.17650 0.00264 7.49234 0.1251
O -2.42180 -1.64156 5.96106 0.0042
C -1.99968 -2.59415 6.94420 -0.0268
H -3.25349 2.28682 4.77573 0.0817
H -3.66230 1.95868 6.46961 0.1014
H -1.95708 2.16390 5.97600 0.0983
H -2.68104 -2.59968 7.79205 0.0990
H -0.98536 -2.37987 7.27550 0.0856
H -2.01785 -3.56911 6.46810 0.0984
C 1.28410 2.08330 -4.29564 -0.0380
O 2.49779 2.04299 -5.04908 -0.0026
C 3.60517 2.18591 -4.31658 -0.6215
O 3.64566 2.33808 -3.12321 0.1165
O 4.65093 2.12729 -5.13525 -0.0045
C 5.91935 2.26120 -4.48557 -0.0245
H 0.47286 1.95642 -5.00630 0.0945
H 1.25552 1.27337 -3.56902 0.0972
H 1.17558 3.04328 -3.79401 0.0933
H 6.07111 1.45803 -3.76835 0.0927
H 5.99797 3.22824 -3.99305 0.0994
H 6.67931 2.19195 -5.25771 0.0950
C -4.64411 5.95922 -0.84784 -0.0216
O -3.59934 6.88595 -1.17690 0.0036
C -4.01293 8.12839 -1.41440 -0.6246
O -5.15008 8.51845 -1.37579 0.1245
O -2.94217 8.87345 -1.70462 -0.0007
C -3.24071 10.24167 -1.98378 -0.0446
H -4.16101 4.99665 -0.68002 0.0623
H -5.15885 6.27225 0.05984 0.1043
H -5.35372 5.87423 -1.66930 0.1024
H -3.70039 10.71928 -1.12063 0.0967
H -3.89426 10.32415 -2.85008 0.0968
H -2.29369 10.72740 -2.20089 0.0915
C -4.45123 -5.67208 -8.76686 -0.0395
O -5.85664 -5.92976 -8.75064 0.0066
C -6.57158 -5.02833 -8.07811 -0.6225
O -6.13459 -4.06000 -7.51188 0.1157
O -7.85362 -5.38385 -8.14088 0.0070
C -8.74292 -4.49891 -7.45533 -0.0376
H -3.99647 -6.47343 -9.34151 0.0931
H -4.24027 -4.71932 -9.24851 0.0973
H -4.04710 -5.68004 -7.75640 0.0967
H -8.69915 -3.50045 -7.88574 0.0973
H -8.50580 -4.46134 -6.39394 0.0977
H -9.74240 -4.90279 -7.58591 0.0931
C 11.46618 1.71901 -1.50910 -0.0402
O 10.55587 1.05727 -0.62872 0.0060
C 9.31822 0.93873 -1.10902 -0.6236
O 8.93522 1.33186 -2.18006 0.1177
O 8.57639 0.30990 -0.19855 0.0065
C 7.21341 0.11427 -0.58564 -0.0368
H 12.42464 1.74655 -0.99929 0.0929
H 11.56995 1.16691 -2.44113 0.0971
H 11.13608 2.73634 -1.70992 0.0971
H 7.15253 -0.50070 -1.48162 0.0971
H 6.71848 1.06962 -0.75095 0.0958
H 6.72956 -0.40266 0.23773 0.0928
C 4.38728 0.06242 -7.83749 -0.0323
O 4.56727 -1.29004 -8.26961 0.0080
C 5.08073 -2.09375 -7.34082 -0.6229
O 5.38850 -1.77708 -6.22098 0.1219
O 5.19642 -3.31515 -7.86615 0.0033
C 5.73940 -4.28799 -6.97252 -0.0429
H 3.96729 0.60864 -8.67700 0.0962
H 3.69622 0.11239 -6.99923 0.0885
H 5.34064 0.50878 -7.56350 0.0938
H 5.10025 -4.40829 -6.09990 0.0965
H 6.74548 -4.00921 -6.66512 0.0967
H 5.77815 -5.22462 -7.52101 0.0923
C 4.69400 -3.58940 7.10813 -0.0394
O 4.31466 -2.27217 6.70540 0.0063
C 3.03536 -2.15468 6.35021 -0.6221
O 2.21889 -3.03935 6.34740 0.1198
O 2.81647 -0.88724 6.00169 0.0096
C 1.47544 -0.61947 5.58902 -0.0324
H 5.74751 -3.54228 7.36722 0.0934
H 4.12295 -3.90452 7.97940 0.0946
H 4.55513 -4.29619 6.29243 0.0976
H 0.77606 -0.82635 6.39764 0.0853
H 1.21843 -1.20488 4.70799 0.1024
H 1.42647 0.43668 5.33962 0.0952
C 0.29515 -5.46027 10.26695 -0.0378
O -0.67624 -5.98841 11.17333 0.0059
C -1.91015 -6.05435 10.67425 -0.6241
O -2.24140 -5.71728 9.56749 0.1181
O -2.71208 -6.55768 11.61206 0.0059
C -4.07754 -6.68504 11.21022 -0.0397
H 1.24399 -5.46268 10.79525 0.0927
H 0.37509 -6.08598 9.38026 0.0981
H 0.04350 -4.43972 9.98471 0.0950
H -4.16730 -7.35989 10.36128 0.0972
H -4.49803 -5.71229 10.96295 0.0973
H -4.61195 -7.10206 12.05862 0.0929